1.
The following is a quantum chemistry calculation of a structure of composition C10H14BN7NiO2 in a non-equilibrium geometry, from OMol25.

Values from the calculation:
total charge = 0
spin multiplicity = 3
energy relative to the best compared isomer or geometry (same formula, charge and spin) = 25.2 kcal per mole
HOMO energy (alpha / beta) = -8.26 / -8.24 eV
HOMO-LUMO gap (alpha / beta) = 8.2525 / 5.9984 eV

Cartesian coordinates (Å):
H: 1.0181 3.1112 1.5368
N: 0.7811 1.6163 0.0981
B: 0.1382 0.4036 -2.0843
N: 0.5450 1.6227 -1.2639
C: 0.6917 2.8717 -1.7612
Ni: 1.4821 0.3170 1.1342
H: 0.4810 2.9990 -2.8274
C: 0.9246 3.7345 -0.6739
H: 1.0210 4.8111 -0.7472
C: 0.9469 2.9235 0.4711
H: 0.2264 0.5531 -3.2699
C: -1.5238 -1.6027 3.8820
H: -0.8314 -1.8082 4.7064
H: -0.9767 -1.1011 3.0680
H: -1.9189 -2.5617 3.5189
N: -1.3451 -0.0179 -1.7925
N: 1.0889 -0.6741 -1.5546
N: -1.7130 -0.2252 -0.4815
N: 1.4535 -0.8668 -0.2306
C: -2.4212 -0.1913 -2.6131
C: 1.7757 -1.5303 -2.3288
H: -2.3738 -0.0181 -3.6817
H: 1.6623 -1.4501 -3.4021
C: -3.5207 -0.5172 -1.8140
C: 2.4808 -2.3986 -1.5064
C: -3.0190 -0.5297 -0.4921
C: 2.2387 -1.9971 -0.1865
H: -4.5364 -0.6896 -2.1150
H: 3.0744 -3.2248 -1.8595
H: -3.5695 -0.7589 0.4050
H: 2.5047 -2.4328 0.7768
H: -2.2835 -0.9012 4.2076
O: 1.9637 -0.1260 5.3423
N: 1.4245 0.0349 4.2427
O: 2.1098 0.6249 3.2964

These are the natural (NBO) partial charges, in e, on atoms 1 to 2: atom 1 (H): 0.2455, atom 2 (N): -0.4647



2.
The following is a quantum chemistry calculation of a structure of composition C2H3BrI2 in a non-equilibrium geometry, from OMol25.

Values from the calculation:
total charge = 0
energy relative to the best compared isomer or geometry (same formula, charge and spin) = 3.2 kcal per mole
HOMO energy = -9.35 eV
HOMO-LUMO gap = 9.2031 eV

Cartesian coordinates (Å):
C: -0.6251 -0.2357 -0.3735
C: 0.6847 0.0662 0.4383
Br: 1.7974 -1.4824 0.1276
I: -2.1177 1.2118 0.0766
I: 1.4598 2.0165 -0.0815
H: -0.4704 -0.2463 -1.5281
H: -0.9184 -1.3451 -0.1112
H: 0.1897 0.0151 1.4519

These are the natural (NBO) partial charges, in e, on atoms 1 to 2: atom 1 (C): -0.6152, atom 2 (C): -0.4853



3.
The following is a quantum chemistry calculation of the ion C8H14NOS with charge +1 in a non-equilibrium geometry, from OMol25.

Values from the calculation:
total charge = +1
energy relative to the best compared isomer or geometry (same formula, charge and spin) = 85.3 kcal per mole
HOMO energy (alpha / beta) = -11.52 / -11.02 eV
HOMO-LUMO gap (alpha / beta) = 7.4379 / 6.4954 eV

Cartesian coordinates (Å):
C: 1.0611 2.3088 -1.2619
C: -1.0552 -2.2815 2.7709
C: -1.3425 -0.8805 3.1978
C: -0.1437 1.3877 -1.2633
C: 2.2880 1.3717 -1.4159
C: -1.1712 -0.9330 0.6551
C: -1.8630 -1.4295 1.8248
C: 0.3514 -0.0807 -1.2703
N: 1.6862 0.0430 -1.9400
O: -3.2054 -1.6309 1.5422
S: 0.4688 -0.9644 0.2140
H: 1.1429 2.9073 -2.2614
H: 1.1475 2.8413 -0.3884
H: -0.1220 -2.6467 2.2113
H: -1.6114 -3.1214 3.2566
H: -2.2271 -0.8567 3.8467
H: -0.5916 -0.0516 3.3578
H: -0.9314 1.3618 -0.5742
H: -0.7359 1.6004 -2.1534
H: 3.0082 1.7745 -2.1453
H: 2.6518 1.2798 -0.3560
H: -1.8345 -0.3527 0.0608
H: 1.5304 0.0584 -2.9663
H: 2.4067 -0.7075 -1.7389
H: -3.4376 -2.1070 2.3156

These are the natural (NBO) partial charges, in e, on atoms 1 to 2: atom 1 (C): -0.4202, atom 2 (C): -0.4299



4.
The following is a quantum chemistry calculation of a cluster of 4 separate species, C16H24N5O2 in total in a non-equilibrium geometry, from OMol25.

Values from the calculation:
total charge = -1
energy relative to the best compared isomer or geometry (same formula, charge and spin) = 70.4 kcal per mole
HOMO energy = -1.72 eV
HOMO-LUMO gap = 4.0632 eV

Cartesian coordinates (Å):
N: 5.8390 1.2155 -0.6762
N: 6.3337 2.5017 -0.6367
C: 5.2656 3.5612 -0.7017
C: 3.7864 3.0604 -1.1900
C: 2.7956 2.6554 0.0697
C: 1.7377 1.4806 -0.4288
O: 1.7216 0.3207 0.2750
O: 0.8760 1.6545 -1.6228
H: 5.5140 0.9171 -1.6197
H: 5.1610 0.9992 0.0836
H: 5.1036 4.1577 0.3161
H: 5.6296 4.3557 -1.5152
H: 3.2701 4.0050 -1.7065
H: 3.8155 2.2333 -2.0431
H: 3.4895 2.2966 0.9707
H: 2.1638 3.5992 0.4087
H: 1.1695 2.4956 -2.0923
N: 1.6523 -2.3323 -1.5389
C: 1.8361 -3.6798 -1.3691
C: 2.4997 -4.1616 -2.4754
C: 2.7293 -3.0649 -3.3401
C: 2.1984 -1.9474 -2.7357
H: 1.1873 -1.7178 -0.8833
H: 1.4786 -4.1795 -0.4788
H: 2.7884 -5.1914 -2.6411
H: 3.2288 -3.0877 -4.3000
H: 2.1613 -0.9143 -3.0546
N: -0.7406 0.1490 1.9457
C: -1.1554 0.9403 2.9851
C: -2.3846 0.4826 3.4042
C: -2.7203 -0.6275 2.5928
C: -1.6862 -0.8131 1.7028
H: 0.1278 0.2574 1.4379
H: -0.5427 1.7601 3.3355
H: -2.9752 0.9020 4.2083
H: -3.6193 -1.2274 2.6518
H: -1.5432 -1.5446 0.9187
N: -6.3661 -1.1152 2.0246
C: -5.8092 -0.5613 0.9014
C: -6.6472 -0.8187 -0.1605
C: -7.7514 -1.5485 0.3410
C: -7.5533 -1.7148 1.6934
H: -5.9644 -1.0853 2.9527
H: -4.8660 -0.0341 0.9535
H: -6.4819 -0.5128 -1.1854
H: -8.6000 -1.9128 -0.2235
H: -8.1533 -2.2084 2.4463

These are the natural (NBO) partial charges, in e, on atoms 1 to 2: atom 1 (N): -0.6963, atom 2 (N): -0.6759



5.
The following is a quantum chemistry calculation of a structure of composition C11H19EuN3O6P in a non-equilibrium geometry, from OMol25.

Values from the calculation:
total charge = +1
spin multiplicity = 8
HOMO energy (alpha / beta) = -10.66 / -11.64 eV
HOMO-LUMO gap (alpha / beta) = 6.6473 / 7.6697 eV

Cartesian coordinates (Å):
O: -0.0010 3.8663 -3.2464
C: -0.0908 2.7453 -3.3958
Eu: -0.0271 -1.1171 -0.2177
O: -0.0288 2.6857 0.0026
C: -0.0076 1.5239 -0.0784
C: 0.4766 -3.1352 -2.0380
O: 0.6326 -3.6305 -3.1208
C: 1.8745 0.3327 -1.2509
O: 2.5081 0.8731 -2.0967
C: -2.1119 0.3483 -0.8061
O: -2.7923 0.9972 -1.4941
H: -0.4810 -0.2445 -1.4997
C: 2.0319 -3.8280 3.3860
N: 1.2662 -2.9081 4.2540
C: 1.4494 -3.0903 5.6940
P: 0.2474 -1.7696 3.6143
O: 0.4318 -1.7110 2.1264
N: -1.2694 -2.0907 4.1917
C: -2.3142 -1.1548 3.7865
C: -1.7022 -3.4885 4.1422
N: 0.4881 -0.2410 4.2799
C: 0.1092 0.0136 5.6712
C: 1.6353 0.5782 3.8383
H: 1.4768 -4.7714 3.2014
H: 2.9695 -4.0747 3.9053
H: 2.2683 -3.3604 2.4108
H: 1.8096 -2.1507 6.1392
H: 0.5009 -3.3834 6.1722
H: 2.2097 -3.8696 5.8162
H: -1.9898 -0.1302 3.9069
H: -2.6126 -1.3018 2.7404
H: -3.1877 -1.3619 4.4187
H: -1.8929 -3.8314 3.1112
H: -0.9497 -4.1463 4.5821
H: -2.6424 -3.5616 4.7069
H: 0.9408 -0.1314 6.3826
H: -0.2253 1.0560 5.7128
H: -0.7418 -0.6211 5.9555
H: 2.5800 0.3114 4.3634
H: 1.7700 0.4758 2.7482
H: 1.3586 1.6258 4.0443

These are the Löwdin partial charges, in e, on atoms 1 to 2: atom 1 (O): 0.0378, atom 2 (C): 0.0099



6.
The following is a quantum chemistry calculation of an isolated molecule of C3H9NOS2 in a non-equilibrium geometry, from OMol25.

Values from the calculation:
total charge = 0
energy relative to the best compared isomer or geometry (same formula, charge and spin) = 70.1 kcal per mole
HOMO energy = -8.26 eV
HOMO-LUMO gap = 9.0398 eV
SMILES = CCSOCSN

Cartesian coordinates (Å):
C: -1.7739 -0.0629 2.3839
C: 1.8635 0.5649 -0.4119
C: -1.6537 0.2731 0.9053
N: 1.4235 -0.6500 -3.1845
O: 1.1575 -0.4880 0.1942
S: 1.3301 0.7113 -2.2039
S: -0.4463 -0.7837 -0.1361
H: -2.5095 0.6808 2.8763
H: -2.1506 -1.1739 2.5234
H: -0.8558 0.2784 2.8669
H: 2.9817 0.3682 -0.2129
H: 1.6119 1.5637 -0.1100
H: 2.1851 -1.2583 -3.3040
H: -1.2132 1.2554 0.6601
H: -2.4672 -0.0330 0.3111
H: 0.5169 -1.2460 -3.1579

These are the natural (NBO) partial charges, in e, on atoms 1 to 2: atom 1 (C): -0.6425, atom 2 (C): -0.2100



| no. | total energy (hartree) |
| --- | --- |
| 1 | -2456.2941 |
| 2 | -3247.3775 |
| 3 | -840.9821 |
| 4 | -1048.1564 |
| 5 | -2097.6315 |
| 6 | -1045.9738 |